# 1
{
  "formula": "C5H38O15",
  "method": "wB97M-V/def2-TZVPD",
  "symbols": ["O", "O", "O", "O", "O", "O", "O", "O", "O", "O", "O", "O", "O", "O", "O", "C", "C", "C", "C", "C", "H", "H", "H", "H", "H", "H", "H", "H", "H", "H", "H", "H", "H", "H", "H", "H", "H", "H", "H", "H", "H", "H", "H", "H", "H", "H", "H", "H", "H", "H", "H", "H", "H", "H", "H", "H", "H", "H"],
  "positions_angstrom": [[-1.08499, 1.47252, 2.99480], [2.12889, -3.19953, 0.80878], [-1.40554, -1.13979, 3.45632], [2.72079, 1.47816, 0.53979], [0.95589, -1.39014, 2.37984], [-0.00316, -2.22893, -2.65179], [-1.52063, 3.24926, -1.38629], [-2.15991, 3.16109, 1.21756], [2.13598, -0.60628, -2.71792], [-1.20819, -0.19252, -3.87986], [-0.37477, -3.09668, -0.14115], [3.19154, -1.01647, -0.31308], [-2.38914, -2.74899, 1.56817], [0.19138, 1.90251, -2.95001], [1.52265, 1.17045, 2.92222], [1.73117, 1.97128, -0.35784], [-0.29118, 0.50383, -0.49341], [-2.67092, 0.10898, -1.09088], [-1.60658, 0.04487, 0.01339], [0.39452, 1.51970, 0.08785], [2.54395, -2.44611, 0.38779], [0.00427, 2.09220, 0.93205], [-0.56156, -1.49688, -3.08812], [1.85500, 3.07106, -0.26771], [-0.10284, -3.02634, -3.24330], [1.48078, 0.18560, 2.83471], [-1.52176, -1.01678, 0.39252], [-2.68990, 1.13740, -1.58060], [1.36203, -1.27279, -2.74246], [-0.27738, -2.79629, -0.99616], [-2.15401, 0.01638, -3.62240], [-1.92308, 0.67183, 0.89385], [0.59869, -1.32467, 1.44998], [-1.19036, 1.84078, 3.84439], [1.93972, 1.41239, 2.12240], [-3.69394, -0.07265, -0.63394], [0.53817, -3.24026, 0.15872], [4.13436, -1.14976, -0.45378], [0.13855, -1.42699, 2.96222], [-0.66951, 0.57458, -3.52289], [1.65836, 0.23139, -2.85232], [-3.08428, 2.97348, 1.32027], [-1.71933, 2.53027, 1.87068], [1.92129, -2.81416, 1.64264], [2.05539, 1.69138, -1.41539], [2.85790, 0.55771, 0.32748], [-2.53324, -3.62304, 1.92373], [-0.03498, 1.42806, 2.86649], [0.07542, -0.01923, -1.36620], [-1.69029, 3.04332, -0.46174], [-1.45826, -0.22486, 3.21384], [-0.38442, 2.37669, -2.30628], [-1.89018, -1.65278, 2.76859], [0.38311, 2.59811, -3.61355], [-2.51242, -0.65726, -1.75816], [-1.71064, -2.88056, 0.92646], [2.78674, -0.87814, -1.21958], [-1.47966, 4.17781, -1.42782]],
  "max_force_ev_per_a": 3.62,
  "homo_energy_ev": -9.4,
  "energy_ha": -1341.94266,
  "orbital_gap_ev": 9.557,
  "de_lowest_ev": 0.0000
}

# 2
{
  "formula": "C24H39AsF6N3O6S3",
  "method": "wB97M-V/def2-TZVPD",
  "symbols": ["As", "S", "S", "S", "F", "F", "F", "F", "F", "F", "O", "O", "O", "O", "O", "O", "N", "N", "N", "C", "C", "C", "C", "C", "C", "C", "C", "C", "C", "C", "C", "C", "C", "C", "C", "C", "C", "C", "C", "C", "C", "C", "C", "H", "H", "H", "H", "H", "H", "H", "H", "H", "H", "H", "H", "H", "H", "H", "H", "H", "H", "H", "H", "H", "H", "H", "H", "H", "H", "H", "H", "H", "H", "H", "H", "H", "H", "H", "H", "H", "H", "H"],
  "positions_angstrom": [[0.79683, 0.71283, 0.47899], [-3.76938, 3.73636, -1.28724], [-3.42552, -3.38894, -2.99118], [2.33827, -1.91866, 4.41620], [0.55289, 2.31719, 1.15645], [2.54932, 1.25546, 0.41952], [0.45682, 1.35819, -1.11429], [1.09902, 0.17177, 2.19754], [1.09144, -0.97943, -0.17094], [-1.00488, 0.45904, 0.68557], [3.20522, -2.61059, 5.37028], [1.88484, -0.53343, 4.68402], [-2.31460, -3.44995, -3.84470], [-2.85408, 2.91853, -2.10469], [-4.50165, 4.84149, -1.96827], [-4.10880, -4.66003, -2.73352], [4.21772, -1.75875, -0.92017], [-0.17882, -1.91207, -4.82755], [0.82618, 6.17839, 3.99734], [5.81324, -2.95122, -1.87904], [2.31289, -3.54315, 2.25388], [0.91572, 5.36739, 2.85139], [6.39304, -2.24499, -0.84562], [0.23268, -1.17008, -3.78724], [-3.76004, -0.75467, -2.70129], [0.78573, -1.81195, -5.85742], [-3.36990, -1.23780, -1.33972], [1.64030, -0.77472, -5.53363], [1.58878, -4.15604, 3.48830], [-4.40438, -1.91564, -3.45508], [-2.79369, -2.71285, -1.43233], [1.86464, 4.41955, 3.01003], [-4.93916, 2.66976, -0.27451], [-2.88589, 4.39444, 0.18796], [4.46830, -2.79891, -1.80952], [-4.13398, 2.34724, 0.98726], [1.25890, -0.38363, -4.24120], [0.88243, -2.96640, 4.21204], [2.38395, 4.58831, 4.24926], [-3.57197, 3.70149, 1.45697], [5.45061, -1.35871, -0.40734], [1.80464, 5.68699, 4.79178], [2.96160, -2.22729, 2.74113], [-3.25167, -3.18672, -0.56411], [-5.41474, -2.11086, -3.09570], [-5.81061, 3.30370, -0.11082], [-4.27323, -1.25846, -0.73007], [3.28056, -1.39963, -0.80671], [3.18523, 3.99043, 4.65777], [2.29062, -4.79088, 4.02913], [7.44504, -2.31049, -0.61022], [2.40915, -1.53673, 2.10392], [0.29155, -2.35457, 3.53041], [1.83125, 6.17699, 5.75385], [0.09825, 6.82348, 4.26950], [-1.05484, -2.39707, -4.95970], [-1.84686, 4.09956, 0.04110], [0.19675, 5.52158, 2.06037], [1.58060, -3.17911, 1.53324], [-2.62955, -0.62056, -0.83080], [-4.41026, 0.11570, -2.61312], [-3.26791, 1.74552, 0.71167], [-2.87328, -0.48212, -3.27355], [-5.19707, 1.79402, -0.87004], [2.46774, -0.36114, -6.09103], [3.99430, -1.87955, 2.71463], [-0.23216, -1.18766, -2.81256], [3.56396, -3.23696, -2.20534], [-2.96378, 5.47967, 0.25363], [2.09173, 3.64336, 2.29423], [0.64108, -2.27505, -6.82231], [0.77245, -4.81307, 3.18827], [-2.85109, 3.35577, 2.19786], [-4.26295, 4.36901, 1.97181], [-4.45169, -1.82842, -4.54056], [3.16825, -4.10707, 1.88177], [0.41999, -3.28804, 5.14520], [1.80282, 0.32642, -3.63590], [6.36506, -3.70355, -2.42301], [-1.71752, -2.53977, -1.42848], [5.54518, -0.53393, 0.28345], [-4.69143, 1.73146, 1.69308]],
  "max_force_ev_per_a": 3.46,
  "homo_energy_ev": -5.8,
  "total_charge": -1,
  "energy_ha": -5583.21013,
  "orbital_gap_ev": 7.886,
  "de_lowest_ev": 0.8249
}

> What is the formula in the first record?

C5H38O15